{"formula": "C4H9NO2", "method": "ωB97M-V/def2-TZVPD", "total_charge": 0, "max_force_ha_per_bohr": 0.14748, "relative_energy_ev": 6.113, "e_lumo_ev": -0.46, "homo_ev": -9.0565, "gap_ev": 8.60, "total_energy_ev": -9873.9473, "smiles": "c1cc[nH]c1.O.O", "elements": ["C", "C", "C", "N", "C", "H", "H", "H", "H", "H", "O", "H", "H", "O", "H", "H"], "positions_angstrom": [[0.124, -1.525, 0.287], [-1.169, -1.485, 0.603], [-1.703, -0.174, 0.029], [-0.877, -0.020, -1.099], [0.534, -0.787, -0.886], [0.848, -2.112, 0.858], [-1.477, -1.886, 1.585], [-2.760, 0.099, 0.211], [-1.240, -0.950, -1.443], [1.330, -1.053, -1.583], [-0.332, 2.420, 0.434], [-0.327, 1.454, 0.532], [-0.620, 2.311, -0.548], [2.849, 1.446, 0.161], [1.893, 1.620, 0.298], [2.926, 0.643, 0.561]]}

{"formula": "C45H70BF3N6S3SbSi3Tc", "method": "ωB97M-V/def2-TZVPD", "total_charge": 3, "max_force_ha_per_bohr": 0.01645, "multiplicity": 4, "e_lumo_ev": [-8.72, -8.69], "homo_ev": [-15.1205, -15.5494], "gap_ev": [6.40, 6.85], "total_energy_ev": -130426.8890, "elements": ["Tc", "C", "C", "C", "C", "N", "N", "B", "N", "N", "C", "C", "C", "C", "C", "S", "C", "C", "C", "C", "N", "N", "C", "C", "C", "C", "C", "S", "C", "C", "C", "C", "C", "S", "C", "C", "C", "C", "H", "H", "H", "H", "H", "H", "H", "H", "H", "H", "H", "H", "H", "H", "H", "H", "H", "H", "H", "H", "H", "H", "H", "H", "H", "H", "H", "H", "H", "H", "H", "H", "H", "H", "H", "H", "H", "H", "H", "F", "C", "F", "F", "C", "C", "C", "C", "C", "C", "C", "C", "H", "H", "H", "H", "C", "Si", "C", "C", "Sb", "Si", "C", "C", "C", "Si", "C", "C", "C", "H", "H", "H", "H", "H", "H", "H", "H", "H", "H", "H", "H", "H", "H", "H", "H", "H", "H", "H", "H", "H", "H", "H", "H", "H", "H", "H"], "positions_angstrom": [[-0.418, -0.814, 0.013], [4.635, 0.124, -1.530], [3.381, 0.918, -1.725], [3.317, 1.986, -2.583], [2.094, 2.662, -2.797], [1.064, 2.411, -2.022], [1.146, 1.444, -1.120], [0.060, 1.318, -0.023], [-1.153, 2.233, -0.355], [-0.953, 3.540, -0.234], [-1.921, 4.377, -0.525], [-3.189, 3.893, -0.921], [-3.410, 2.547, -1.038], [-4.731, 1.951, -1.398], [-2.310, 1.703, -0.756], [-2.433, -0.020, -0.874], [-1.653, 5.862, -0.402], [-0.196, 6.114, -0.015], [-2.575, 6.454, 0.676], [-1.964, 6.547, -1.744], [0.672, 1.778, 1.329], [1.513, 2.808, 1.294], [1.954, 3.318, 2.417], [1.456, 2.847, 3.657], [0.639, 1.750, 3.702], [0.133, 1.139, 4.968], [0.305, 1.169, 2.457], [-0.485, -0.364, 2.340], [3.034, 4.378, 2.359], [2.566, 5.633, 3.113], [4.288, 3.795, 3.036], [3.383, 4.746, 0.915], [2.193, 0.605, -1.038], [1.950, -0.865, -0.145], [1.917, 3.614, -3.960], [0.666, 4.476, -3.787], [1.749, 2.717, -5.204], [3.136, 4.528, -4.131], [5.191, 0.048, -2.462], [4.418, -0.874, -1.155], [5.282, 0.627, -0.808], [4.203, 2.288, -3.126], [-3.992, 4.592, -1.112], [-5.520, 2.699, -1.393], [-4.987, 1.160, -0.692], [-4.692, 1.496, -2.390], [0.004, 5.746, 0.992], [0.008, 7.184, -0.041], [0.481, 5.605, -0.701], [-2.460, 5.937, 1.630], [-3.623, 6.409, 0.378], [-2.318, 7.502, 0.825], [-1.399, 6.104, -2.562], [-1.697, 7.600, -1.671], [-3.025, 6.490, -1.988], [1.742, 3.346, 4.574], [0.452, 1.713, 5.834], [0.497, 0.114, 5.070], [-0.957, 1.087, 4.957], [2.528, 5.470, 4.191], [1.581, 5.951, 2.770], [3.265, 6.447, 2.926], [4.099, 3.511, 4.072], [5.077, 4.546, 3.034], [4.648, 2.918, 2.495], [2.550, 5.251, 0.429], [3.642, 3.859, 0.334], [4.239, 5.419, 0.917], [-0.206, 3.866, -3.552], [0.473, 5.020, -4.710], [0.819, 5.201, -2.988], [0.895, 2.048, -5.081], [2.644, 2.119, -5.388], [1.570, 3.338, -6.082], [3.388, 5.025, -3.192], [2.900, 5.300, -4.862], [4.011, 3.991, -4.498], [-8.061, -5.095, 2.464], [-7.871, -4.378, 1.355], [-8.701, -3.328, 1.384], [-8.211, -5.139, 0.305], [-6.437, -3.917, 1.225], [-5.570, -4.003, 2.307], [-4.253, -3.618, 2.151], [-3.792, -3.158, 0.908], [-4.703, -2.998, -0.149], [-6.017, -3.383, 0.010], [-2.407, -2.981, 0.709], [-1.191, -2.839, 0.532], [-5.926, -4.367, 3.260], [-3.575, -3.673, 2.990], [-4.376, -2.575, -1.090], [-6.723, -3.282, -0.804], [2.976, -6.436, -0.936], [2.834, -4.567, -0.910], [4.015, -3.809, 0.341], [2.768, -3.727, -2.589], [0.281, -4.475, 0.249], [0.704, -4.746, 2.935], [1.833, -3.287, 3.323], [-0.941, -4.571, 3.816], [1.497, -6.449, 2.973], [-1.363, -5.497, -1.700], [-1.667, -3.924, -2.696], [-0.304, -6.761, -2.598], [-2.881, -6.239, -0.873], [4.034, -6.707, -0.976], [2.495, -6.890, -1.801], [2.560, -6.893, -0.036], [4.993, -3.654, -0.124], [4.166, -4.484, 1.185], [3.673, -2.853, 0.728], [3.768, -3.723, -3.031], [2.439, -2.691, -2.508], [2.110, -4.251, -3.283], [1.555, -2.403, 2.747], [2.880, -3.518, 3.128], [1.743, -3.036, 4.382], [-1.358, -3.575, 3.657], [-0.784, -4.697, 4.890], [-1.670, -5.319, 3.503], [2.491, -6.445, 2.522], [0.889, -7.192, 2.458], [1.611, -6.784, 4.007], [-0.751, -3.566, -3.168], [-2.070, -3.129, -2.069], [-2.391, -4.119, -3.490], [0.597, -6.328, -3.032], [-0.885, -7.198, -3.414], [-0.018, -7.579, -1.936], [-3.772, -5.652, -1.092], [-2.781, -6.316, 0.209], [-3.053, -7.243, -1.266]]}

{"formula": "C2H5NO2", "method": "ωB97M-V/def2-TZVPD", "total_charge": 0, "max_force_ha_per_bohr": 0.11590, "relative_energy_ev": 6.246, "e_lumo_ev": 0.46, "homo_ev": -7.4817, "gap_ev": 7.95, "total_energy_ev": -7734.5050, "elements": ["C", "C", "N", "O", "O", "H", "H", "H", "H", "H"], "positions_angstrom": [[0.392, 1.122, 0.014], [-1.257, -0.586, -0.023], [2.757, -0.332, -0.021], [1.331, 0.159, -0.017], [-0.876, 0.788, -0.046], [0.600, 2.181, 0.048], [-1.962, -0.739, -0.841], [-1.755, -0.784, 0.929], [-0.393, -1.240, -0.136], [3.355, 0.501, 0.006]]}

{"formula": "C47H110N6O11", "method": "ωB97M-V/def2-TZVPD", "total_charge": 0, "max_force_ha_per_bohr": 0.06715, "e_lumo_ev": 0.48, "homo_ev": -7.7201, "gap_ev": 8.20, "total_energy_ev": -81975.2867, "smiles": "CC1(C)CCCC(C)(C)N1O.CC1(C)CCCC(C)(C)N1O.CC1(C)CCCC(C)(C)N1O.COCCNCCOC.COCCNCCOC.COCCNCCOC.CO.CO", "elements": ["C", "C", "C", "C", "C", "C", "C", "C", "C", "N", "O", "H", "H", "H", "H", "H", "H", "H", "H", "H", "H", "H", "H", "H", "H", "H", "H", "H", "H", "H", "C", "C", "C", "C", "C", "C", "C", "C", "C", "N", "O", "H", "H", "H", "H", "H", "H", "H", "H", "H", "H", "H", "H", "H", "H", "H", "H", "H", "H", "H", "C", "C", "C", "C", "C", "C", "C", "C", "C", "N", "O", "H", "H", "H", "H", "H", "H", "H", "H", "H", "H", "H", "H", "H", "H", "H", "H", "H", "H", "H", "C", "O", "C", "C", "N", "C", "C", "O", "C", "H", "H", "H", "H", "H", "H", "H", "H", "H", "H", "H", "H", "H", "H", "H", "C", "O", "C", "C", "N", "C", "C", "O", "C", "H", "H", "H", "H", "H", "H", "H", "H", "H", "H", "H", "H", "H", "H", "H", "C", "O", "C", "C", "N", "C", "C", "O", "C", "H", "H", "H", "H", "H", "H", "H", "H", "H", "H", "H", "H", "H", "H", "H", "C", "O", "H", "H", "H", "H", "C", "O", "H", "H", "H", "H"], "positions_angstrom": [[2.086, 3.230, 2.895], [2.652, 4.258, 3.884], [1.888, 4.134, 5.233], [4.145, 3.932, 4.108], [4.909, 5.177, 4.561], [4.714, 6.313, 3.560], [3.257, 6.740, 3.467], [2.834, 7.678, 4.580], [3.077, 7.501, 2.125], [2.337, 5.599, 3.342], [1.012, 5.876, 3.049], [2.661, 3.234, 1.968], [2.214, 2.196, 3.241], [1.013, 3.334, 2.743], [2.424, 4.485, 6.115], [0.897, 4.588, 5.187], [1.680, 3.075, 5.425], [4.195, 3.153, 4.869], [4.537, 3.556, 3.162], [4.759, 5.417, 5.613], [5.961, 4.867, 4.519], [5.048, 6.015, 2.565], [5.347, 7.117, 3.936], [3.145, 8.713, 4.427], [3.058, 7.270, 5.571], [1.746, 7.811, 4.661], [3.884, 8.226, 1.944], [2.186, 8.126, 2.119], [3.185, 6.812, 1.288], [0.550, 5.802, 3.904], [-3.601, -0.397, 0.305], [-2.375, -0.431, -0.646], [-1.997, -1.901, -0.896], [-2.732, 0.172, -2.004], [-2.718, 1.698, -1.868], [-1.362, 2.157, -1.350], [-0.933, 1.591, 0.005], [0.598, 1.758, 0.118], [-1.610, 2.285, 1.198], [-1.162, 0.153, -0.033], [-0.722, -0.529, 1.113], [-4.337, -1.118, -0.067], [-3.365, -0.645, 1.336], [-4.148, 0.546, 0.241], [-1.132, -1.995, -1.557], [-1.758, -2.436, 0.021], [-2.809, -2.415, -1.419], [-2.062, -0.173, -2.790], [-3.782, -0.073, -2.160], [-3.004, 2.168, -2.809], [-3.381, 2.046, -1.070], [-1.339, 3.251, -1.356], [-0.601, 1.845, -2.076], [0.769, 2.833, 0.151], [1.058, 1.244, -0.733], [1.091, 1.175, 0.898], [-1.537, 1.744, 2.137], [-2.631, 2.616, 1.001], [-1.063, 3.215, 1.403], [0.120, -0.892, 0.785], [-0.390, -4.968, -1.092], [-1.330, -6.164, -1.253], [-2.814, -5.752, -1.335], [-0.955, -6.858, -2.551], [-1.631, -8.241, -2.739], [-1.081, -9.185, -1.634], [-1.370, -8.535, -0.251], [-2.783, -8.845, 0.219], [-0.358, -9.254, 0.674], [-0.994, -7.108, -0.182], [-1.382, -6.577, 1.066], [-0.619, -4.420, -0.176], [0.689, -5.123, -1.078], [-0.586, -4.295, -1.933], [-3.332, -5.906, -2.285], [-3.403, -6.257, -0.573], [-2.976, -4.676, -1.219], [-1.249, -6.305, -3.445], [0.119, -7.069, -2.556], [-2.702, -8.031, -2.689], [-1.422, -8.682, -3.713], [-0.117, -9.573, -1.944], [-1.781, -10.026, -1.642], [-2.981, -9.910, 0.091], [-3.631, -8.334, -0.239], [-2.844, -8.559, 1.271], [0.631, -9.275, 0.224], [-0.770, -10.226, 0.961], [-0.190, -8.805, 1.661], [-0.569, -6.285, 1.493], [10.077, 4.250, 0.456], [8.927, 4.706, 1.152], [7.622, 4.231, 0.768], [7.377, 4.500, -0.710], [6.265, 3.692, -1.195], [4.945, 4.185, -0.781], [3.809, 3.335, -1.318], [3.362, 3.771, -2.587], [2.069, 3.304, -2.880], [10.108, 4.572, -0.584], [9.993, 3.151, 0.434], [10.925, 4.487, 1.088], [7.056, 4.758, 1.534], [7.559, 3.151, 0.945], [8.223, 4.094, -1.266], [7.227, 5.564, -0.943], [6.278, 3.726, -2.209], [4.937, 5.216, -1.169], [4.873, 4.182, 0.308], [3.012, 3.354, -0.565], [4.089, 2.277, -1.392], [1.347, 3.354, -2.067], [2.097, 2.276, -3.261], [1.676, 3.881, -3.718], [-5.533, -5.139, -4.238], [-5.852, -3.743, -4.294], [-5.200, -3.044, -3.252], [-6.060, -1.926, -2.668], [-7.137, -2.528, -1.904], [-8.037, -1.545, -1.307], [-8.683, -0.551, -2.267], [-8.013, 0.694, -2.283], [-8.558, 1.495, -3.317], [-6.097, -5.695, -4.983], [-5.777, -5.604, -3.279], [-4.456, -5.124, -4.420], [-4.230, -2.660, -3.598], [-4.901, -3.654, -2.392], [-6.273, -1.232, -3.495], [-5.389, -1.336, -2.038], [-7.634, -3.093, -2.588], [-7.516, -1.029, -0.499], [-8.814, -2.159, -0.844], [-9.737, -0.361, -2.002], [-8.800, -0.957, -3.284], [-8.453, 0.933, -4.251], [-8.078, 2.457, -3.486], [-9.609, 1.714, -3.103], [3.906, -0.974, 5.035], [3.564, -1.830, 3.960], [2.453, -1.338, 3.228], [2.255, -2.262, 2.010], [2.100, -1.509, 0.740], [1.890, -2.438, -0.365], [1.758, -1.728, -1.709], [3.021, -1.257, -2.078], [3.090, -0.687, -3.349], [3.066, -0.973, 5.736], [4.119, 0.060, 4.741], [4.812, -1.385, 5.473], [2.681, -0.309, 2.939], [1.545, -1.435, 3.833], [1.431, -2.961, 2.122], [3.242, -2.733, 1.909], [3.006, -1.079, 0.578], [1.055, -3.114, -0.187], [2.746, -3.128, -0.419], [0.928, -1.016, -1.797], [1.401, -2.541, -2.369], [2.175, -0.151, -3.629], [3.234, -1.441, -4.137], [3.934, -0.002, -3.423], [-4.997, 3.453, -5.262], [-5.493, 4.232, -6.324], [-5.589, 3.482, -4.346], [-4.831, 2.417, -5.572], [-3.988, 3.745, -4.962], [-6.129, 3.735, -6.840], [-0.680, 0.920, 4.536], [-0.589, 0.951, 5.966], [-1.355, 0.180, 4.098], [-0.949, 1.928, 4.230], [0.304, 0.675, 4.121], [-0.186, 0.106, 6.194]]}

{"formula": "C21H29AlBrN4O4S", "method": "ωB97M-V/def2-TZVPD", "total_charge": 1, "max_force_ha_per_bohr": 0.01509, "e_lumo_ev": -2.61, "homo_ev": -10.7966, "gap_ev": 8.19, "total_energy_ev": -123873.4002, "elements": ["Al", "C", "C", "C", "C", "C", "C", "C", "Br", "C", "O", "C", "C", "C", "C", "C", "C", "H", "H", "H", "H", "H", "H", "H", "H", "H", "H", "H", "H", "H", "H", "H", "H", "H", "H", "H", "H", "N", "C", "C", "N", "C", "C", "N", "C", "C", "N", "H", "H", "H", "H", "H", "H", "C", "S", "O", "O", "O", "H", "H", "H"], "positions_angstrom": [[0.964, -1.885, -0.245], [-2.339, 5.186, 0.605], [-0.894, 4.699, 0.500], [-0.261, 5.328, -0.748], [-0.130, 5.167, 1.745], [-0.807, 3.175, 0.396], [0.443, 2.565, 0.295], [0.489, 1.198, 0.197], [2.178, 0.311, 0.025], [-0.629, 0.356, 0.188], [-0.452, -0.976, 0.066], [-1.888, 0.950, 0.297], [-1.919, 2.347, 0.389], [-3.240, 0.218, 0.316], [-3.167, -1.313, 0.302], [-3.997, 0.622, 1.592], [-4.046, 0.659, -0.913], [-2.348, 6.274, 0.680], [-2.838, 4.792, 1.492], [-2.924, 4.913, -0.275], [-0.298, 6.416, -0.678], [-0.796, 5.024, -1.650], [0.785, 5.038, -0.863], [-0.161, 6.255, 1.814], [0.918, 4.866, 1.716], [-0.574, 4.755, 2.652], [1.357, 3.143, 0.291], [-2.892, 2.807, 0.463], [-2.618, -1.703, 1.158], [-2.701, -1.700, -0.603], [-4.186, -1.700, 0.351], [-3.413, 0.384, 2.483], [-4.939, 0.075, 1.647], [-4.232, 1.686, 1.616], [-3.535, 0.376, -1.836], [-4.204, 1.737, -0.934], [-5.026, 0.178, -0.908], [5.287, -3.735, -0.516], [5.963, -2.986, -1.442], [5.311, -1.788, -1.501], [4.248, -1.785, -0.636], [4.260, -2.965, -0.070], [3.275, -3.390, 0.907], [2.046, -2.919, 0.991], [1.417, -3.597, 2.030], [2.298, -4.460, 2.581], [3.464, -4.320, 1.854], [5.456, -4.710, -0.328], [6.817, -3.366, -1.972], [5.545, -0.933, -2.110], [0.390, -3.412, 2.293], [2.209, -5.148, 3.401], [4.330, -4.801, 2.040], [-0.342, -3.458, -3.354], [0.804, -3.601, -2.045], [1.635, -4.741, -2.224], [1.548, -2.273, -1.956], [0.035, -3.520, -0.759], [0.221, -3.476, -4.285], [-0.887, -2.526, -3.233], [-1.010, -4.314, -3.292]]}

{"formula": "C4H14NO3", "method": "ωB97M-V/def2-TZVPD", "total_charge": 0, "max_force_ha_per_bohr": 0.06007, "multiplicity": 2, "relative_energy_ev": 1.610, "e_lumo_ev": [0.18, 0.18], "homo_ev": [-4.9560, -7.9309], "gap_ev": [5.14, 8.11], "total_energy_ev": -12004.8947, "elements": ["C", "C", "C", "C", "N", "H", "H", "H", "H", "H", "H", "H", "H", "H", "H", "O", "H", "H", "O", "H", "H", "O"], "positions_angstrom": [[-1.408, -0.670, -1.864], [-1.409, -1.114, -0.442], [-2.488, -1.666, 0.121], [-0.311, -0.381, 1.685], [-0.308, -0.834, 0.400], [-0.488, -0.779, -2.418], [-2.216, -1.176, -2.412], [-1.679, 0.399, -2.031], [-2.488, -2.198, 1.065], [-3.469, -1.676, -0.398], [0.556, -0.272, 2.302], [-1.332, -0.141, 2.034], [0.676, -0.812, -0.007], [-2.250, 2.905, -0.009], [-1.063, 3.667, 0.404], [-1.435, 2.780, 0.494], [4.939, 1.307, 0.528], [4.384, 0.478, 1.638], [4.114, 0.894, 0.810], [2.891, 0.060, -0.007], [2.610, -0.347, -1.376], [2.171, -0.425, -0.517]]}

{"formula": "C6H14P2", "method": "ωB97M-V/def2-TZVPD", "total_charge": 0, "max_force_ha_per_bohr": 0.13806, "relative_energy_ev": 1.701, "e_lumo_ev": 0.78, "homo_ev": -7.7845, "gap_ev": 8.57, "total_energy_ev": -25024.0482, "smiles": "C=C(P(C)C)P(C)C", "elements": ["C", "C", "P", "C", "C", "P", "C", "C", "H", "H", "H", "H", "H", "H", "H", "H", "H", "H", "H", "H", "H", "H"], "positions_angstrom": [[1.037, 0.667, -1.430], [0.288, 0.070, -0.305], [-1.023, -1.136, -0.668], [-2.398, -0.326, 0.139], [-1.445, -0.770, -2.442], [0.404, 0.627, 1.339], [2.010, 1.591, 1.410], [0.963, -0.931, 2.093], [1.548, 1.633, -1.356], [1.098, 0.167, -2.460], [-3.180, -1.083, -0.006], [-2.494, 0.745, -0.318], [-2.439, -0.267, 1.222], [-0.695, -1.324, -3.145], [-1.460, 0.340, -2.438], [-2.331, -1.320, -2.750], [2.049, 2.664, 1.161], [2.643, 1.052, 0.779], [2.323, 1.408, 2.420], [0.792, -0.886, 3.179], [1.953, -1.341, 2.001], [0.359, -1.579, 1.577]]}